{
  "formula": "C7H12CdO3",
  "method": "wB97M-V/def2-TZVPD",
  "symbols": ["O", "C", "O", "Cd", "O", "C", "C", "H", "H", "H", "H", "H", "C", "H", "H", "C", "H", "C", "C", "H", "H", "H", "H"],
  "xyz": [[0.3128, 1.5748, -0.8131], [-0.5459, 0.5871, -0.6853], [-0.8948, 0.1689, 0.4247], [-1.8714, -0.6507, 1.8166], [-0.9279, 0.1568, -1.8221], [-2.0229, -0.8023, -1.9234], [-2.2595, -1.0668, -3.3854], [-2.8977, -0.3508, -1.4398], [-1.7185, -1.7078, -1.3843], [-2.5394, -0.1455, -3.9105], [-3.0843, -1.7855, -3.4736], [-1.3688, -1.4999, -3.8565], [1.1580, 1.8821, 0.2656], [2.0033, 2.4939, -0.1246], [0.6721, 2.5235, 1.0310], [1.7843, 0.7932, 0.9276], [1.5866, 1.1512, 2.6554], [2.2345, -0.6042, 1.8906], [1.9219, -0.0703, 3.2275], [1.4238, -1.1976, 1.3919], [3.2783, -0.8531, 1.6558], [0.9833, -0.4754, 3.6171], [2.7721, -0.1215, 3.9149]],
  "atomic_forces_ev_per_a": [[-0.513, -0.670, -0.246], [0.547, 0.967, -3.938], [0.819, 0.325, 0.744], [-2.018, -1.282, 1.805], [0.497, 0.743, 1.189], [-0.766, -0.723, -0.117], [-0.057, -0.073, -0.244], [0.061, 0.058, -0.104], [0.065, 0.042, -0.118], [0.045, -0.236, 0.149], [0.179, 0.165, -0.025], [-0.226, 0.092, 0.132], [0.419, 0.602, 0.905], [-0.192, 0.029, -0.113], [0.132, 0.080, -0.345], [2.154, -1.975, 2.142], [0.851, -2.152, 2.908], [-1.389, 1.074, -4.132], [-1.478, 2.689, -1.457], [1.351, -0.654, 0.793], [-0.462, -0.182, -0.248], [0.338, 0.228, 0.271], [-0.357, 0.852, 0.049]],
  "e_lumo_ev": [-16.4, -16.4],
  "spin_multiplicity": 2,
  "e_homo_ha": [-0.800, -0.804],
  "orbital_gap_ev": [5.34, 5.45],
  "charge": 3
}